# C4H5O2S2

A gas-phase ion, C4H5O2S2 (charge -1) at a distorted geometry (the ωB97M-V functional and the def2-TZVPD basis, the OMol25 dataset).

Geometry (Å):
S  -2.867  -0.244  -0.143
S  2.406  0.763  -0.115
O  -0.049  -2.126  0.690
O  1.546  -1.683  -0.761
C  0.828  -1.400  0.154
C  -1.797  1.098  -0.367
C  -0.454  1.033  -0.025
C  0.928  0.099  0.640
H  0.067  1.872  -0.303
H  0.876  0.224  1.675
H  2.841  -0.388  -0.714
H  -2.327  2.030  -0.594
H  -1.996  -1.277  -0.136

Values from the calculation:
Energy relative to the best compared isomer or geometry (same formula, charge and spin): 1.009 eV
SMILES: O=C([O-])[C@@H](S)/C=C\S
E_HOMO: -4.58 eV
Electronic energy: -29994.113 eV
Lowest unoccupied orbital energy: 3.354 eV
Total charge: -1


# C4H5O2Yb

A molecular structure, C4H5O2Yb at a distorted geometry (the ωB97M-V functional and the def2-TZVPD basis, the OMol25 dataset).

Geometry (Å):
Yb  -1.525  -1.869  3.835
O  -0.535  1.929  -1.783
O  0.004  -2.248  2.047
C  1.203  -0.896  -0.942
C  -0.914  -1.671  1.394
C  0.669  0.184  -0.752
C  0.314  1.607  -0.699
H  -1.121  -2.101  0.378
H  1.244  2.201  -0.729
H  1.673  -1.782  -1.334
H  -0.833  2.838  -1.681
H  -0.179  1.808  0.267

Values from the calculation:
Energy relative to the best compared isomer or geometry (same formula, charge and spin): 1.592 eV
E_HOMO (alpha / beta): -5.58 / -7.14 eV
2S+1: 2
Electronic energy: -39846.874 eV
Lowest unoccupied orbital energy (alpha / beta): 0.110 / -0.430 eV


# C4H5O2Zn

A molecular structure, C4H5O2Zn at a distorted geometry (the ωB97M-V functional and the def2-TZVPD basis, the OMol25 dataset).

Geometry (Å):
Zn  3.437  0.464  0.219
O  1.773  -0.418  0.373
O  -0.698  -2.211  -1.499
C  -0.284  -1.472  1.007
C  -0.468  -2.266  -0.285
C  0.928  -0.655  1.205
C  -0.209  -3.089  0.821
H  0.812  -3.486  0.902
H  -1.221  -1.031  1.365
H  -0.673  -1.309  -1.882
H  1.092  -0.797  2.328
H  -1.020  -3.696  1.236

Values from the calculation:
Energy relative to the best compared isomer or geometry (same formula, charge and spin): 0.187 eV
E_HOMO (alpha / beta): -16.97 / -20.79 eV
2S+1: 2
Electronic energy: -56718.743 eV
Lowest unoccupied orbital energy (alpha / beta): -9.981 / -9.996 eV
Total charge: +2


# C4H5O3S

2 unconnected molecules or ions with the total composition C4H5O3S at a distorted geometry (the ωB97M-V functional and the def2-TZVPD basis, the OMol25 dataset).

Geometry (Å):
S  0.605  3.674  0.330
O  -1.830  -1.166  -1.486
O  -2.263  0.855  -0.643
O  1.568  4.755  -0.019
C  -1.065  -0.670  0.726
C  -1.210  -1.773  1.433
C  -1.744  -0.294  -0.629
C  -0.029  2.938  -0.973
H  -2.042  -2.453  1.078
H  -0.373  0.107  0.977
H  -0.458  -1.956  2.239
H  -0.866  2.183  -0.789
H  0.239  3.391  -2.009

Values from the calculation:
Energy relative to the best compared isomer or geometry (same formula, charge and spin): 2.223 eV
E_HOMO: -4.66 eV
Electronic energy: -21206.139 eV
Lowest unoccupied orbital energy: 3.062 eV
Total charge: -1


# C4H5O3Sn

A molecular structure, C4H5O3Sn at a distorted geometry (the ωB97M-V functional and the def2-TZVPD basis, the OMol25 dataset).

Geometry (Å):
Sn  2.158  0.348  0.360
O  -1.551  0.735  -0.440
O  -0.074  -0.531  1.275
O  0.571  1.273  -0.142
C  -2.652  -0.149  -0.347
C  1.521  -1.352  -0.516
C  0.130  -1.119  -0.057
C  -0.315  0.322  -0.048
H  -2.645  -0.695  0.606
H  -0.629  -1.882  -0.272
H  -3.551  0.473  -0.397
H  1.630  -2.145  -1.266
H  -2.658  -0.865  -1.183

Values from the calculation:
Energy relative to the best compared isomer or geometry (same formula, charge and spin): 1.365 eV
E_HOMO (alpha / beta): -8.66 / -8.49 eV
2S+1: 2
Electronic energy: -16198.277 eV
Lowest unoccupied orbital energy (alpha / beta): 0.214 / -1.310 eV


# C4H5O4Yb

A molecular structure, C4H5O4Yb at a distorted geometry (the ωB97M-V functional and the def2-TZVPD basis, the OMol25 dataset).

Geometry (Å):
Yb  1.861  1.221  0.182
O  1.986  -2.860  -0.437
O  -1.343  1.046  0.914
O  2.825  -0.807  0.168
O  0.636  -0.441  -0.700
C  -0.702  -0.757  -0.645
C  2.107  -1.699  -0.273
C  -0.269  2.035  0.613
C  -1.521  -0.063  0.387
H  -1.238  -0.571  -1.601
H  -0.837  -1.836  -0.427
H  -0.652  2.535  -0.290
H  -2.469  -0.543  0.665
H  -0.382  2.740  1.444

Values from the calculation:
Energy relative to the best compared isomer or geometry (same formula, charge and spin): 2.769 eV
E_HOMO (alpha / beta): -19.01 / -19.02 eV
2S+1: 2
Electronic energy: -43927.973 eV
Lowest unoccupied orbital energy (alpha / beta): -10.046 / -11.613 eV
Total charge: +2


# C4H5OP

2 unconnected molecules or ions with the total composition C4H5OP at a distorted geometry (the ωB97M-V functional and the def2-TZVPD basis, the OMol25 dataset).

Geometry (Å):
P  1.418  0.042  -0.473
O  2.355  0.288  0.786
C  -1.183  0.586  -0.355
C  0.002  1.185  -0.426
C  0.170  -1.333  -0.046
C  -1.073  -0.819  -0.179
H  -2.076  -1.299  -0.242
H  0.024  2.661  -0.355
H  2.090  0.003  1.758
H  -2.258  1.006  -0.489
H  0.534  -2.320  0.019

Values from the calculation:
Energy relative to the best compared isomer or geometry (same formula, charge and spin): 1.689 eV
E_HOMO: -8.89 eV
Electronic energy: -15562.326 eV
Lowest unoccupied orbital energy: -0.081 eV


# C4H5PS

C4H5PS in the gas phase at a distorted geometry (the ωB97M-V functional and the def2-TZVPD basis, the OMol25 dataset).

Geometry (Å):
S  0.642  1.524  -0.137
P  1.922  -0.238  0.025
C  -0.504  0.233  0.006
C  3.542  -0.525  -0.059
C  -1.989  0.323  0.011
C  0.117  -0.942  0.113
H  -2.486  0.916  0.781
H  -2.334  -0.709  -0.234
H  -2.347  0.719  -0.940
H  3.827  0.599  -0.067
H  -0.390  -1.900  0.499

Values from the calculation:
Energy relative to the best compared isomer or geometry (same formula, charge and spin): 3.000 eV
SMILES: C#P1C=C(C)S1
E_HOMO: -9.21 eV
Electronic energy: -24348.300 eV
Lowest unoccupied orbital energy: -0.059 eV


# C4H6

C4H6 in the gas phase at a distorted geometry (the ωB97M-V functional and the def2-TZVPD basis, the OMol25 dataset).

Geometry (Å):
C  -0.015  -0.744  0.184
C  1.180  0.001  -0.316
C  -1.196  -0.009  -0.262
C  0.032  0.822  0.234
H  2.147  -0.037  0.328
H  -1.865  0.064  0.555
H  1.478  -0.149  -1.322
H  -0.185  1.508  0.963
H  0.115  -1.413  0.947
H  -1.692  -0.044  -1.311

Values from the calculation:
Energy relative to the best compared isomer or geometry (same formula, charge and spin): 2.099 eV
SMILES: C1[C@H]2C[C@@H]12
E_HOMO: -8.83 eV
Electronic energy: -4241.862 eV
Lowest unoccupied orbital energy: 1.310 eV


# C4H6

C4H6 in the gas phase at a distorted geometry (the ωB97M-V functional and the def2-TZVPD basis, the OMol25 dataset).

Geometry (Å):
C  0.226  0.690  0.230
C  0.313  1.182  -1.040
C  -0.380  -1.663  0.403
C  -0.618  -0.386  0.599
H  1.014  1.961  -1.102
H  0.721  1.365  0.913
H  -1.368  0.070  1.210
H  0.642  -1.913  -0.097
H  -0.558  -2.443  0.930
H  0.008  1.138  -2.047

Values from the calculation:
Energy relative to the best compared isomer or geometry (same formula, charge and spin): 2.003 eV
SMILES: C=CC=C
E_HOMO: -9.33 eV
Electronic energy: -4241.958 eV
Lowest unoccupied orbital energy: 1.184 eV